# 1
Density functional theory data (ωB97M-V/def2-TZVPD) for C23H44HfNOP3 as an isolated structure at a distorted geometry.

Cartesian coordinates (Å):
H: 4.48 1.35 -3.33
O: 2.01 0.85 -2.64
C: -2.04 -1.38 3.15
C: -1.90 2.11 0.19
C: -1.10 -0.50 2.60
H: 3.32 -2.59 -1.11
H: -1.22 2.35 1.01
H: -0.58 -3.27 -0.37
H: 0.82 0.82 1.69
C: 1.43 1.45 -4.88
H: -1.91 -1.13 -0.24
H: -2.58 -3.45 3.47
H: -3.54 -2.19 -0.90
H: 1.89 -0.37 1.57
H: 0.16 -2.48 -4.09
C: 3.17 2.16 -6.40
H: 1.64 -1.49 -4.09
H: 4.44 3.61 -0.47
H: 3.48 2.51 -7.39
C: 3.52 3.15 -0.85
H: 1.07 2.03 -6.92
C: 0.00 -1.02 1.94
H: -2.93 1.85 -2.72
C: 3.53 1.94 1.71
H: -2.51 3.00 -0.03
H: -2.99 0.34 -1.74
H: -1.24 0.58 2.67
H: -2.92 -0.99 3.66
H: 3.60 3.04 -1.94
P: 1.02 -2.20 -1.84
P: -0.98 1.63 -1.31
C: 1.16 -2.38 -3.65
C: -4.04 -0.50 0.35
H: -1.31 -2.85 -1.94
H: -1.94 0.44 -3.19
H: 2.18 -3.71 -0.31
Hf: 1.17 0.27 -1.13
C: 3.76 1.53 -4.13
C: -0.71 -3.27 2.41
H: -4.20 -0.23 1.40
H: 3.72 1.04 2.30
H: -0.13 3.13 -3.04
H: 1.15 -2.76 1.38
H: 2.65 2.46 2.11
C: 2.40 1.28 -3.88
H: 4.98 -0.18 0.21
H: 0.05 3.84 -1.42
H: -3.10 -2.38 0.86
H: -0.55 -4.35 2.33
H: 5.18 2.19 -5.60
C: -3.29 -1.67 0.04
H: -0.24 -4.28 -1.80
P: 3.28 1.53 -0.05
C: 4.84 0.68 -0.47
C: -0.41 -3.26 -1.45
C: 1.82 1.89 -6.14
C: 4.13 1.98 -5.40
C: 2.43 -3.22 -1.26
C: 0.24 -2.39 1.87
H: 2.66 -3.98 -2.01
H: -1.56 3.81 -2.20
H: 2.66 3.80 -0.63
H: -4.60 0.02 -0.42
C: -0.61 3.26 -2.07
C: -1.84 -2.76 3.05
H: 1.75 -3.27 -3.89
H: 4.40 2.61 1.81
H: -2.57 1.29 0.49
H: 0.38 1.21 -4.64
H: 5.69 1.37 -0.35
H: 4.81 0.30 -1.50
N: 0.94 -0.11 1.29
C: -2.34 1.00 -2.34

The HOMO energy is -0.6971 hartree. The energy above the lowest of the compared OMol25 structures with the same formula, charge and spin is 58.7 kJ/mol. The charge is +4. The LUMO energy comes out at -15.14 eV. The frontier orbital gap is 3.83 eV. As for the spin multiplicity: 1.

These are the Mulliken partial charges, in e, on atoms 1 to 2: 0.209 0.005


# 2
Density functional theory data (ωB97M-V/def2-TZVPD) for C22H44AsClO4SSi3V as an isolated structure.

Cartesian coordinates (Å):
H: -2.58 -3.72 1.81
H: -1.92 -3.60 -1.01
H: 0.03 2.11 -4.12
H: -4.14 -0.88 -2.74
H: -1.76 -2.82 3.09
H: 2.44 -1.49 -2.39
H: 1.41 -0.96 0.84
C: 0.90 -1.83 1.27
H: 3.48 -3.41 -1.78
H: -4.22 1.70 -0.40
H: -0.57 -2.67 -1.67
C: 1.06 4.41 -0.95
Cl: 4.81 -2.23 3.55
C: 0.94 1.77 2.41
C: -4.44 -2.22 0.30
C: -1.84 -0.52 0.54
H: 4.72 -2.38 -2.51
V: -0.44 0.63 -0.12
H: 4.78 -3.50 1.02
H: -0.46 -1.07 3.74
C: 2.60 -0.41 -2.34
C: 4.10 -0.61 -0.57
Si: -1.71 0.47 2.18
C: 4.36 -1.97 -0.42
Si: -3.53 -0.74 -0.38
H: -1.88 5.49 -2.01
H: -2.43 2.53 3.22
C: 4.17 0.26 0.51
H: 2.54 -0.02 -3.36
H: 5.17 -3.69 -1.41
H: 1.75 3.64 -0.61
H: -2.53 -0.17 -2.61
H: -2.16 -0.85 4.18
H: 1.51 -2.68 0.97
C: 4.58 -1.59 1.95
H: 0.60 2.66 2.93
C: 4.58 -2.45 0.87
H: -3.96 -3.17 0.06
O: 1.55 1.22 -0.86
H: 0.98 3.61 -4.33
H: 4.05 1.32 0.33
S: -1.60 2.30 -1.14
C: -1.35 5.02 -2.84
C: 1.46 0.18 -1.54
C: -4.64 0.75 -0.10
H: 0.53 4.86 -0.12
O: -0.16 1.25 1.61
C: -0.92 -3.21 -0.80
H: -3.10 2.44 1.57
H: 1.25 1.00 3.11
C: 0.70 2.82 -3.63
H: 1.61 5.18 -1.50
H: 1.75 2.00 1.72
H: 1.60 2.32 -3.26
C: 4.43 -2.91 -1.60
H: 4.49 0.44 2.64
H: -5.43 -2.23 -0.16
C: -3.19 -0.94 -2.20
C: -1.63 -3.30 2.12
H: -5.53 0.58 -0.71
H: -1.01 0.44 4.49
Si: -0.89 -2.23 0.78
H: -3.82 1.50 2.89
C: -1.27 -0.35 3.78
H: -0.27 -4.07 -0.65
H: -4.58 -2.17 1.38
As: -0.21 3.64 -2.16
O: 0.32 -0.43 -1.53
C: 4.41 -0.23 1.79
O: 3.85 -0.06 -1.82
H: -0.94 -4.14 2.26
H: -2.06 4.59 -3.53
H: 1.00 -1.74 2.35
H: -4.98 0.83 0.93
H: -2.75 -1.91 -2.43
C: -2.87 1.86 2.47
H: -0.73 5.76 -3.35

The HOMO energy (alpha / beta) is -0.4934 / -0.4934 hartree. The energy above the lowest of the compared OMol25 structures with the same formula, charge and spin is 0.0 kJ/mol. The charge is +2. The LUMO energy (alpha / beta) comes out at -7.75 / -7.03 eV. As for the expectation value of S²: 0.778. The frontier orbital gap (alpha / beta) is 5.67 / 6.39 eV. As for the spin multiplicity: 2.

These are the Mulliken partial charges, in e, on atoms 1 to 2: 0.352 0.333


# 3
Density functional theory data (ωB97M-V/def2-TZVPD) for a 4-piece molecular cluster, C30H66BN3O2PS overall at a distorted geometry.

Cartesian coordinates (Å):
C: -0.13 6.29 -1.25
H: -0.63 0.93 5.17
H: -3.01 -0.12 -2.99
H: 5.36 1.44 -1.84
C: 1.13 -0.99 -0.62
H: 0.53 -5.63 4.05
H: -3.41 -5.35 1.21
C: -0.39 8.01 -3.11
H: 7.06 2.89 -7.48
H: -4.13 -1.39 -1.19
C: -0.96 -5.19 2.33
H: 0.90 6.09 -1.58
N: 1.80 -3.16 -1.50
C: -3.39 -4.00 -1.31
H: -0.68 4.23 -1.52
P: -2.51 -7.75 0.75
O: -1.81 -8.28 2.06
H: -1.25 -0.67 -2.56
H: 3.19 0.74 -4.84
H: -2.44 -0.09 6.18
H: -1.94 -1.97 9.41
H: 0.89 -1.73 5.13
C: 0.23 -1.01 5.63
H: -0.51 -0.17 3.78
C: -2.24 -0.24 -2.08
H: -4.36 -3.71 -0.72
C: -1.10 -1.31 9.14
C: 0.44 -5.89 2.91
H: 0.93 0.63 4.42
H: -3.88 5.30 0.17
C: 5.02 0.94 -2.75
C: -1.04 5.21 -1.86
C: -0.66 1.48 -0.60
H: 0.62 7.82 -3.48
H: 3.49 -2.33 -2.74
C: -2.09 1.23 -1.36
H: -1.77 -8.21 -0.43
H: -2.46 4.25 0.36
H: 3.69 2.17 -5.71
H: -2.21 2.09 -2.16
S: -0.03 0.04 0.42
N: 0.91 -2.49 -0.66
H: -2.31 6.01 0.56
H: 3.80 2.60 -3.34
H: -2.93 -1.52 7.06
H: 5.34 -0.37 -5.27
H: -0.63 9.06 -3.31
H: -1.30 -4.25 4.39
C: -0.49 7.73 -1.62
H: -1.49 7.97 -1.26
C: -2.30 -2.79 -1.11
C: -0.02 0.16 4.70
N: -1.15 -5.27 0.97
H: -2.92 6.30 -1.88
H: -0.93 5.21 -2.95
H: 7.02 0.53 -6.76
C: -2.06 -0.89 6.82
H: -2.79 -0.86 0.07
C: 4.59 1.98 -3.78
H: -1.91 -5.76 -1.71
H: -0.78 -2.62 6.63
H: -1.09 7.39 -3.68
H: -3.69 -3.98 -2.47
C: -1.95 -4.47 3.42
H: -2.32 0.34 8.56
C: 2.66 -1.98 -1.99
H: -0.12 6.19 -0.16
H: -3.69 -6.27 -1.31
H: 1.33 -5.38 2.30
H: -0.70 0.40 7.91
H: -2.96 1.33 -0.59
C: 5.07 0.52 -5.86
C: 6.36 1.25 -6.26
H: -2.82 -5.19 3.80
C: -1.05 -1.74 6.04
C: -2.80 5.22 -0.02
H: 4.18 0.29 -2.49
H: 6.90 1.59 -5.37
H: -2.37 -3.42 3.08
H: 5.43 2.66 -3.99
H: -3.89 -8.15 0.60
C: -2.97 -1.28 -1.03
H: 0.77 -0.66 6.52
C: -2.52 5.35 -1.51
H: -0.28 -1.93 8.77
H: -1.54 -2.12 5.14
C: -1.53 -0.28 8.12
B: -2.52 -5.81 0.60
H: 5.84 0.32 -3.12
H: 0.45 -7.07 2.70
H: -1.51 -2.86 -1.99
C: -2.82 -5.51 -1.02
H: 0.20 8.40 -1.09
C: 4.06 1.37 -5.07
H: 5.61 2.09 -8.11
H: 0.17 1.77 -1.37
H: 4.58 0.14 -6.76
O: 2.29 -0.66 -1.46
H: 5.49 3.19 -6.73
H: -1.67 -2.91 -0.10
C: 6.11 2.42 -7.20
H: -3.08 4.56 -2.03
H: -0.77 2.40 0.15
H: -0.76 -0.82 10.06

The HOMO energy is -0.1315 hartree. The charge is -1. The LUMO energy comes out at 1.81 eV. The frontier orbital gap is 5.38 eV. As for the spin multiplicity: 1.

These are the Mulliken partial charges, in e, on atoms 1 to 2: -0.833 0.279


# 4
Density functional theory data (ωB97M-V/def2-TZVPD) for a 10-piece molecular cluster, C42H98N6O16 overall at a distorted geometry.

Cartesian coordinates (Å):
H: -0.47 1.34 -4.88
O: 1.95 -5.96 2.04
H: 1.27 1.17 -4.67
H: -6.20 4.34 1.69
O: -5.00 7.78 3.44
H: 3.38 5.90 -2.24
O: 4.84 1.95 0.40
H: 0.31 1.51 -3.25
N: 2.55 4.18 -0.27
H: 4.84 -0.57 -0.83
O: -5.96 1.28 1.38
H: -1.17 -8.93 1.56
C: 4.13 2.46 -3.19
C: -1.33 -3.08 6.45
H: 6.21 2.32 -8.43
H: -5.29 -4.54 2.33
H: -3.86 -3.09 5.91
O: -2.28 3.28 0.52
H: 3.43 1.58 -0.92
H: -2.21 -7.83 2.44
H: -3.61 -2.06 3.19
C: 3.29 -2.69 2.97
O: -0.46 3.96 -3.96
H: -6.39 2.51 2.90
C: -5.29 6.49 2.90
C: -2.57 -2.65 -0.67
H: 0.29 -4.08 -1.00
C: 0.39 1.71 -4.32
C: -1.99 1.11 1.43
H: -0.41 -3.66 6.54
H: 2.74 -4.19 0.05
H: -0.15 -0.71 -3.15
H: -0.92 7.34 0.75
C: -5.57 2.36 2.17
C: -0.21 -0.28 0.30
C: 0.88 -1.83 -4.67
C: -4.27 -4.54 1.92
C: 3.23 -4.16 1.03
H: 3.31 -3.44 3.77
C: 0.61 3.20 -4.52
H: 0.97 0.71 -1.33
O: -2.79 -3.60 0.33
H: 1.89 3.91 0.46
C: -1.66 2.21 0.57
O: -1.56 -1.03 2.09
N: 2.57 -3.08 1.78
H: 4.29 -0.64 0.92
H: 1.00 -7.66 2.54
C: 4.07 -0.32 -0.11
O: 4.09 2.24 -4.58
H: -1.47 -7.82 -0.88
H: -4.74 9.76 3.03
H: 0.21 -2.68 -4.81
H: -5.17 3.63 0.50
C: 4.34 1.03 -7.09
H: 0.54 -6.54 -2.71
H: 3.13 -0.82 -0.38
C: 1.53 6.39 -0.32
C: -1.80 -8.04 1.45
H: 1.93 -2.11 -4.80
N: -3.40 -4.19 3.05
N: 6.37 2.41 -7.43
H: 0.72 -2.11 -1.45
H: 5.84 3.34 -4.94
C: 0.76 -1.31 -3.24
C: 3.26 -5.47 1.79
H: -0.18 -0.05 4.22
H: 6.99 1.63 -7.24
H: -3.50 -5.02 3.61
H: -1.17 -6.30 -3.27
C: -0.46 2.04 -0.47
C: 2.74 -1.39 3.49
H: -2.85 -1.61 -0.50
H: -0.99 6.15 -0.59
H: 2.49 -2.30 1.15
H: -4.83 2.05 2.91
C: -3.81 -2.98 3.72
H: 2.88 1.26 0.76
H: -1.29 5.62 1.05
C: 2.02 -7.30 2.43
H: -1.06 -2.02 6.57
C: 5.32 2.42 -5.25
C: 2.84 5.62 -0.14
O: -1.05 -6.97 0.95
H: -3.13 -1.71 5.37
H: 3.27 -0.96 4.35
N: 0.20 -4.93 -0.45
H: 4.37 0.95 -8.19
H: 3.19 2.07 -2.78
H: 1.57 -0.64 -2.98
H: 3.26 5.82 0.85
O: 0.66 6.00 0.71
H: 4.70 5.33 -1.26
H: -0.33 3.78 -3.01
H: 0.68 3.37 -5.60
H: -5.58 0.02 -0.22
H: 4.43 3.14 -7.10
O: 1.32 -1.38 3.60
H: -1.77 -5.41 -1.08
O: 0.42 -1.38 0.25
H: 3.28 1.18 -6.88
C: -5.30 3.73 1.59
H: -2.72 1.30 2.21
C: 3.84 5.99 -1.25
H: -0.05 -4.98 -3.00
H: 1.81 7.45 -0.36
H: -3.29 4.02 1.96
H: -4.30 -2.57 1.17
O: 0.74 -2.44 -2.38
H: -1.52 -2.66 -0.94
C: -5.28 1.00 0.14
H: -1.92 -3.40 7.32
H: 4.33 -2.45 2.67
H: -3.01 -2.99 -1.62
H: -5.99 8.93 2.07
H: 1.29 -0.01 5.20
H: 2.56 -8.00 1.78
N: -4.20 4.36 2.29
C: -0.71 -7.17 -0.42
H: 4.43 2.80 0.64
H: 0.64 -1.07 -5.41
C: 0.23 0.76 -0.54
H: -4.10 -5.56 1.56
O: -1.92 -3.41 5.23
C: 0.90 -0.19 4.19
H: -6.21 6.60 2.32
H: 1.10 6.11 -1.29
C: -4.14 -3.57 0.75
C: -0.77 -5.84 -1.13
O: -0.19 2.96 -1.25
C: -1.25 -0.04 1.36
H: 1.30 0.65 3.59
C: 3.69 1.15 0.05
H: -5.51 5.90 3.79
C: -0.70 6.31 0.45
H: 4.19 3.51 -2.93
C: -3.16 -2.78 5.11
H: -4.89 -3.05 3.94
H: 6.00 1.63 -4.91
H: -3.25 6.13 2.66
H: 4.27 -3.85 0.80
C: -0.38 -5.94 -2.60
H: 3.77 -5.26 2.74
H: -4.19 0.98 0.24
H: 2.44 -7.37 3.44
H: 1.50 3.56 -3.99
H: -4.16 6.25 1.12
H: -4.23 8.77 1.74
C: 5.08 2.33 -6.75
H: 0.25 -7.68 -0.54
C: -4.14 5.79 2.12
H: 3.94 -6.18 1.31
H: -2.64 -8.35 0.81
H: 2.86 -0.65 2.68
H: 4.13 7.04 -1.15
C: -5.00 8.83 2.53
H: 4.89 1.84 -2.70
H: 2.00 4.17 -1.13
H: 1.09 -5.37 -0.66
H: -4.86 -3.78 -0.05
H: 4.79 0.15 -6.64
H: -5.67 1.78 -0.51

The HOMO energy is -0.0628 hartree. The charge is -2. The LUMO energy comes out at 3.79 eV. The frontier orbital gap is 5.50 eV. As for the spin multiplicity: 1.

These are the Mulliken partial charges, in e, on atoms 1 to 2: 0.372 0.092


# 5
Density functional theory data (ωB97M-V/def2-TZVPD) for an isolated ion of composition C5H7BrClN4 and charge +1 at a distorted geometry.

Cartesian coordinates (Å):
N: 1.79 0.06 -1.69
H: -1.27 0.40 -0.81
H: -1.41 -1.80 0.14
H: 0.89 -2.00 2.22
Br: 4.79 1.28 -2.04
N: 0.45 1.47 -0.35
H: -0.27 0.31 1.95
C: 3.95 -0.48 -2.31
C: 1.17 0.88 -1.15
H: -1.47 1.79 0.32
N: 2.75 -0.68 -1.99
C: 0.18 -2.22 1.48
C: -0.93 0.90 0.05
C: -0.62 -1.38 0.86
N: -0.83 -0.01 1.10
H: 4.58 -1.31 -2.42
H: 0.52 2.54 -0.41
Cl: 0.20 -3.88 1.07

The HOMO energy is -0.4422 hartree. The energy above the lowest of the compared OMol25 structures with the same formula, charge and spin is 128.3 kJ/mol. The charge is +1. Its SMILES is Cl/C=C/NC[NH+]=C=N/N=C\Br. The LUMO energy comes out at -4.49 eV. The frontier orbital gap is 7.54 eV. As for the spin multiplicity: 1.

These are the Mulliken partial charges, in e, on atoms 1 to 2: 0.617 0.443